Entry 1:
A cluster of 8 separate species, C34H44F7N2O21 in total at a distorted geometry. Source: the OMol25 dataset; level of theory: ωB97M-V/def2-TZVPD.

CARTESIAN COORDINATES (ANGSTROEM)
C1 -4.2507 -2.3010 5.5679
C2 -4.8750 -1.0541 4.7193
C3 -4.7351 0.4534 5.2951
C4 -5.5657 -1.4010 3.4968
C5 -4.9495 -1.2148 1.9979
C6 -3.5889 -2.0633 1.9180
C7 -3.0977 -2.4662 0.4405
C8 -4.0266 -1.9516 -0.7658
C9 -1.5282 -2.0730 0.1589
C10 -1.3286 -1.0983 -1.1117
C11 0.1765 -0.5968 -1.3309
N1 0.5005 0.7763 -1.0332
C12 1.9180 0.9475 -1.3736
C13 2.4339 -0.4141 -1.8894
N2 1.2864 -1.3511 -1.8469
H1 -4.8492 -3.2370 5.2360
H2 -4.5233 -2.0779 6.6733
H3 -3.1275 -2.4032 5.3885
H4 -4.0955 0.3890 6.2418
H5 -4.3738 1.2143 4.5219
H6 -5.8016 0.7493 5.6443
H7 -6.6142 -1.8713 3.6049
H8 -5.7843 -1.5667 1.2915
H9 -4.6634 -0.1015 1.8142
H10 -3.7692 -3.0471 2.5166
H11 -2.7632 -1.4963 2.4949
H12 -3.1144 -3.6269 0.3930
H13 -3.6770 -2.3844 -1.7677
H14 -4.0435 -0.8038 -0.7489
H15 -5.1323 -2.2791 -0.6328
H16 -0.9286 -3.0388 -0.0850
H17 -1.0168 -1.6431 1.1086
H18 -1.6535 -1.5832 -2.1139
H19 -1.9504 -0.1452 -0.8862
H20 -0.1460 1.5066 -0.6610
H21 2.5121 1.9250 -1.2866
H22 3.4840 -0.6368 -2.2672
H23 1.2584 -2.3371 -2.1437
C14 1.4377 5.3115 -3.0814
C15 0.2439 6.1121 -2.6767
O1 -0.5695 5.1618 -2.0130
C16 0.2927 4.2555 -1.4861
O2 -0.0017 3.4594 -0.6331
O3 1.5342 4.3585 -2.0322
F1 -0.4235 6.5696 -3.7605
H24 1.2954 4.7903 -4.0325
H25 2.3419 5.9160 -3.1459
H26 0.4663 6.9422 -2.0005
C17 6.6051 1.7858 -2.8746
C18 5.6419 2.1001 -1.7763
O4 5.5292 3.5069 -1.8374
C19 5.7548 3.8300 -3.1446
O5 5.4815 4.8911 -3.6330
O6 6.3209 2.7988 -3.8286
F2 6.1532 1.7622 -0.5700
H27 7.6474 1.8682 -2.5584
H28 6.4448 0.7925 -3.2971
H29 4.6540 1.6456 -1.9006
C20 -5.7308 -1.5679 -4.8232
C21 -6.1535 -2.9790 -5.0792
O7 -6.5131 -3.4470 -3.7957
C22 -6.9396 -2.3457 -3.1156
O8 -7.5698 -2.3860 -2.0983
O9 -6.5667 -1.1916 -3.7394
F3 -5.1164 -3.7222 -5.5336
H30 -4.6831 -1.4902 -4.5178
H31 -5.8931 -0.9211 -5.6870
H32 -7.0055 -3.0771 -5.7583
C23 11.8901 3.7865 -2.4594
C24 10.9608 3.3779 -1.3623
O10 9.7827 3.0162 -2.0551
C25 10.2015 2.5765 -3.2757
O11 9.5210 1.9408 -4.0312
O12 11.4887 2.9410 -3.5286
F4 10.6786 4.4225 -0.5497
H33 11.7607 4.8316 -2.7548
H34 12.9372 3.6223 -2.2008
H35 11.3123 2.5300 -0.7671
C26 -5.9328 -7.4604 2.2087
C27 -6.4845 -6.1237 2.5862
O13 -5.3689 -5.4608 3.1469
C28 -4.2820 -5.9922 2.5241
O14 -3.1884 -5.4968 2.5397
O15 -4.5871 -7.1499 1.8746
F5 -7.4376 -6.2429 3.5384
H36 -5.9458 -8.1723 3.0389
H37 -6.4564 -7.9025 1.3597
H38 -6.8725 -5.5426 1.7442
C29 -0.5825 -6.4368 4.7565
C30 -0.8416 -5.2442 5.6190
O16 0.2338 -5.2676 6.5347
C31 1.2655 -5.8582 5.8669
O17 2.4088 -5.8116 6.2187
O18 0.8359 -6.5023 4.7438
F6 -1.9979 -5.3852 6.3094
H39 -0.9844 -7.3610 5.1818
H40 -0.9788 -6.3142 3.7470
H41 -0.8455 -4.2918 5.0802
C32 4.1672 7.6721 -1.8454
C33 4.7648 8.1570 -0.5642
O19 3.7142 8.9006 0.0215
C34 2.5671 8.3236 -0.4317
O20 1.4856 8.5019 0.0511
O21 2.8005 7.5089 -1.5020
F7 5.8041 8.9903 -0.7985
H42 4.2535 8.4026 -2.6548
H43 4.6023 6.7278 -2.1776
H44 5.0754 7.3599 0.1178

Force components x, y, z for each atom (eV/Å):
-3.2 1.3 0.9
0.0 -0.5 -0.9
0.3 -1.3 -0.2
0.8 0.5 0.4
-0.7 1.6 1.3
-0.5 -0.7 0.6
0.3 -0.9 -0.6
-0.7 0.0 0.7
0.7 -0.8 -0.2
0.7 0.6 0.2
0.0 0.9 0.3
3.2 -4.7 -2.1
0.2 -4.2 -1.2
-2.8 3.5 1.6
-0.5 5.4 1.7
1.3 1.4 0.5
1.0 -0.8 -1.5
-1.7 0.3 0.1
-0.6 0.5 -1.5
-0.4 -1.0 1.2
1.8 -0.5 -0.7
2.4 -0.9 -0.4
1.5 0.6 0.9
-0.7 -1.7 0.0
0.4 1.7 -1.1
-1.3 -0.8 -0.9
0.0 2.0 0.1
-0.4 0.8 1.4
0.0 -1.7 -0.4
2.0 0.4 -0.1
-1.1 1.5 0.5
-1.0 -0.4 -1.7
0.4 0.9 1.9
1.1 -1.5 -0.8
0.8 -0.5 -0.4
-1.4 -1.7 0.0
-1.9 0.0 0.6
-0.1 0.9 0.3
1.0 0.3 -0.8
-0.4 0.8 -0.6
0.8 -0.7 0.7
-0.3 -0.2 0.3
0.2 0.2 -0.6
-0.8 -0.3 0.7
-0.1 0.0 0.1
-0.2 0.1 0.1
-0.1 -0.2 0.2
-0.1 0.0 -0.1
0.5 -0.8 -0.4
0.4 0.0 0.7
-0.3 -0.2 -0.7
0.1 1.1 -1.1
0.2 -0.9 0.6
-0.6 0.7 0.5
-0.3 -0.1 0.1
-0.2 0.0 0.2
0.0 0.2 -0.2
0.0 0.0 0.2
0.3 0.9 -0.5
0.4 -0.6 -0.2
-0.3 0.7 -0.1
-0.9 0.2 1.6
0.8 0.0 -1.0
-0.2 -0.6 0.2
0.0 -0.1 -0.1
0.0 -0.3 -0.1
-0.1 0.0 0.2
0.1 -0.1 0.0
1.0 0.4 -0.2
-0.2 0.5 0.7
0.4 -0.4 -0.3
-0.4 -0.7 -1.4
0.5 0.6 0.8
-0.9 -0.3 0.2
-0.1 -0.1 0.2
-0.2 -0.1 0.2
-0.1 -0.1 -0.2
-0.1 0.1 0.1
-0.3 -1.0 -0.4
-0.7 0.1 0.6
0.5 -0.2 -0.7
1.2 0.3 0.1
-0.8 -0.5 0.0
0.3 0.8 0.3
-0.1 0.1 -0.1
-0.1 0.2 0.1
0.3 0.1 0.0
-0.1 0.0 0.2
-0.4 -0.5 -0.9
-0.5 0.0 0.6
0.2 0.0 -0.7
1.8 -0.2 0.5
-1.2 -0.1 -0.4
0.2 0.5 0.5
-0.1 0.2 0.0
-0.1 0.2 0.2
0.2 0.0 0.1
-0.2 0.0 0.1
0.5 -0.6 -1.0
0.6 0.6 0.1
-0.5 -0.8 -0.3
-1.5 0.6 0.8
1.0 -0.3 -0.7
-0.2 0.3 0.7
0.1 -0.1 0.1
0.1 0.1 0.2
-0.2 0.0 0.0
0.1 0.1 0.0

The HOMO energy comes out at -0.31264 hartree. As for the LUMO energy: -2.94 eV. The total energy comes out at -100959.178 eV. The total charge is +1. Its HOMO-LUMO gap is 5.5695 eV.


Entry 2:
A structure of composition C34H44IrN6O3Si2Te. Source: the OMol25 dataset; level of theory: ωB97M-V/def2-TZVPD.

CARTESIAN COORDINATES (ANGSTROEM)
Ir1 -1.0352 1.0232 2.1000
C1 0.0804 3.8190 4.1188
Si1 -0.2124 3.2405 2.3561
C2 1.4161 3.4608 1.4431
C3 -1.5043 4.4276 1.6536
C4 -1.3606 5.8165 1.7350
C5 -2.3690 6.6638 1.3061
C6 -3.5471 6.1321 0.7906
C7 -3.6971 4.7586 0.6921
C8 -2.6846 3.8938 1.1171
Si2 -2.6993 2.0362 0.8083
C9 -2.3475 1.9004 -1.0373
C10 -4.4449 1.3602 1.0848
H1 0.4198 4.8583 4.0899
H2 0.8468 3.2250 4.6216
H3 -0.8296 3.7791 4.7127
H4 1.7916 4.4773 1.5893
H5 1.2881 3.2918 0.3731
H6 2.1722 2.7707 1.8234
H7 -0.4522 6.2461 2.1461
H8 -2.2446 7.7375 1.3767
H9 -4.3421 6.7916 0.4643
H10 -4.6149 4.3577 0.2732
H11 -3.0374 2.5571 -1.5758
H12 -2.4706 0.8981 -1.4454
H13 -1.3289 2.2264 -1.2520
H14 -5.1912 1.9646 0.5638
H15 -4.7084 1.3444 2.1447
H16 -4.5451 0.3401 0.6986
N1 -1.8354 -1.1937 1.5644
N2 -2.0946 -2.0178 2.6566
C11 -1.9789 -1.4971 3.9142
N3 -2.0331 -2.3840 4.9047
N4 -1.8516 -0.1693 3.9873
N5 -1.8426 0.4710 5.2197
O1 -1.8456 -0.1493 6.2800
O2 -1.8270 1.6718 5.1493
H17 -2.6401 -1.1500 0.9526
H18 -1.0045 -1.4830 1.0478
H19 -1.9567 -3.0112 2.5445
H20 -2.2671 -3.3399 4.7036
H21 -2.0351 -2.0296 5.8486
C12 0.3748 -5.7642 0.8102
C13 0.4360 -4.5001 -0.0031
C14 -0.7136 -3.7936 -0.3308
C15 -0.6674 -2.6254 -1.0917
C16 -1.9657 -1.9773 -1.4891
C17 0.5731 -2.1287 -1.5082
Te1 0.6851 -0.3080 -2.6012
N6 0.1942 0.4680 0.7341
C18 1.2239 0.1472 1.5363
O3 1.0201 0.1221 2.7951
C19 2.5837 -0.1587 1.0103
C20 3.1673 0.6707 0.0591
C21 4.5003 0.4960 -0.2887
C22 5.2420 -0.5230 0.2894
C23 4.6493 -1.3738 1.2148
C24 3.3283 -1.1832 1.5859
C25 1.0032 -1.2172 -4.4911
C26 0.8072 -2.5766 -4.6964
C27 1.0131 -3.1359 -5.9492
C28 1.4079 -2.3352 -7.0091
C29 1.5902 -0.9757 -6.8069
C30 1.3935 -0.3953 -5.5570
C31 1.5884 1.0834 -5.3727
C32 1.7376 -2.8631 -1.2458
C33 3.0755 -2.4772 -1.8040
C34 1.6466 -4.0273 -0.4877
H22 -0.6354 -5.9545 1.1735
H23 1.0436 -5.7103 1.6709
H24 0.6818 -6.6257 0.2148
H25 -1.6814 -4.1800 -0.0202
H26 -2.8111 -2.4860 -1.0203
H27 -2.1074 -2.0251 -2.5709
H28 -1.9810 -0.9253 -1.2134
H29 2.5821 1.4591 -0.3934
H30 4.9566 1.1575 -1.0140
H31 6.2824 -0.6556 0.0207
H32 5.2239 -2.1768 1.6593
H33 2.8702 -1.8175 2.3344
H34 0.4972 -3.2132 -3.8737
H35 0.8619 -4.1984 -6.0921
H36 1.5722 -2.7647 -7.9888
H37 1.8944 -0.3447 -7.6341
H38 1.9184 1.5556 -6.2972
H39 2.3351 1.2891 -4.6015
H40 0.6584 1.5692 -5.0635
H41 3.2816 -1.4211 -1.6444
H42 3.1027 -2.6561 -2.8829
H43 3.8678 -3.0606 -1.3385
H44 2.5560 -4.5792 -0.2733

Force components x, y, z for each atom (eV/Å):
0.3 -0.6 0.0
0.1 -0.1 0.0
0.0 0.0 0.0
0.0 0.0 0.0
0.0 0.0 0.1
0.0 0.0 0.0
0.0 0.0 0.0
0.0 0.0 0.0
0.0 0.0 0.0
0.0 0.0 0.0
0.0 0.1 0.0
-0.1 0.0 0.0
0.0 -0.1 0.1
0.0 0.0 0.0
0.0 0.0 0.0
0.0 0.0 0.0
0.0 0.0 0.0
0.0 0.0 0.0
0.0 0.0 0.0
0.0 0.0 0.0
0.0 0.0 0.0
0.0 0.0 0.0
0.0 0.0 0.0
0.0 0.0 0.0
0.0 0.0 0.0
0.0 0.0 0.0
0.0 0.0 0.0
0.0 0.0 0.0
0.0 0.0 0.0
0.1 0.1 0.1
0.1 0.3 0.3
0.0 0.3 -0.4
0.0 0.2 0.2
-0.2 -0.1 -0.1
0.0 0.0 0.1
0.0 -0.4 -0.3
-0.1 0.0 -0.1
0.0 -0.1 0.0
-0.1 -0.1 0.0
0.1 0.0 0.0
0.0 0.0 0.1
0.0 0.0 0.1
0.0 0.0 0.0
0.0 0.0 0.0
0.0 0.0 0.0
0.0 -0.1 -0.1
0.0 0.0 0.0
0.0 -0.1 -0.3
-0.1 -0.1 0.1
0.2 0.5 0.1
-0.3 0.0 0.0
0.0 -0.2 -0.3
0.0 0.2 0.1
0.0 -0.1 -0.1
0.0 0.0 0.0
0.0 0.0 0.0
0.0 0.0 0.0
0.0 0.0 0.0
0.0 0.1 0.0
0.0 -0.1 0.1
0.0 0.0 0.0
0.0 0.0 0.0
0.0 0.0 0.0
0.0 -0.1 0.0
0.0 0.0 0.0
0.0 0.0 0.0
0.0 0.0 0.0
0.0 0.0 0.0
0.0 0.0 0.0
0.0 0.0 0.0
0.0 0.0 0.0
0.0 0.0 0.0
0.0 0.0 0.0
0.0 0.1 0.0
0.0 0.0 0.0
0.0 0.0 0.0
0.0 0.0 0.0
0.0 0.0 0.0
0.0 0.0 0.0
0.0 0.0 0.0
0.0 0.0 0.0
0.0 0.0 0.0
0.0 0.0 0.0
0.0 0.0 0.0
0.0 0.0 0.0
0.0 0.0 0.0
0.0 0.0 0.0
0.0 0.0 0.0
0.0 0.0 0.0
0.0 0.0 0.0
0.0 0.0 0.0

The HOMO energy (spin up / spin down) comes out at -0.27479 / -0.27496 hartree. As for the LUMO energy (spin up / spin down): -0.25 / -0.90 eV. The total energy comes out at -76940.497 eV. Its HOMO-LUMO gap (spin up / spin down) is 7.2226 / 6.5788 eV. Its multiplicity is 2.